(1)
The following is a DFT calculation (ωB97M-V/def2-TZVPD) of a structure of composition C15H35HoO3P.

Summary:
**Frontier orbital gap (spin up / spin down)**: 8.3438 / 7.7234 eV
**E_LUMO (spin up / spin down)**: -0.387 / -0.409 hartree
**Total charge**: +3
**Spin multiplicity**: 5

Each line ends with the Mulliken charge.
Cartesian coordinates (Å):
Ho  0.17647  0.56442  0.65437  0.953
C  -1.87699  -1.41063  -1.07877  -0.750
O  -1.39065  -0.98496  0.24351  -0.071
C  -1.68808  -1.95864  1.30065  -0.328
C  -1.48387  -1.23920  2.61242  -0.763
O  -0.15898  -0.62481  2.60824  -0.336
C  0.94071  -1.48673  3.04016  -0.329
C  2.16971  -0.99840  2.30814  -0.768
O  1.86588  -0.89964  0.88127  -0.159
C  2.44530  -1.96632  0.04885  -0.763
H  -2.94711  -1.59318  -1.01042  0.330
H  -1.33918  -2.30686  -1.38215  0.334
H  -1.69042  -0.58568  -1.76599  0.291
H  -1.02818  -2.81738  1.16332  0.375
H  -2.72597  -2.28160  1.20605  0.488
H  -1.58730  -1.89070  3.48045  0.448
H  -2.19087  -0.41536  2.73103  0.295
H  0.69304  -2.51996  2.79378  0.401
H  1.06324  -1.38811  4.11969  0.373
H  3.02523  -1.65528  2.46694  0.542
H  2.47112  0.00306  2.63599  0.352
H  3.52862  -1.88227  0.08963  0.328
H  2.09442  -1.79775  -0.96684  0.307
H  2.10612  -2.93026  0.42190  0.392
C  -0.31073  3.20769  1.77232  -1.381
C  0.15760  3.98818  0.53664  0.584
C  -0.66874  5.26694  0.37072  -1.690
P  0.24937  2.86121  -0.93826  -0.091
C  -1.21774  2.94122  -2.04382  0.710
C  -2.47536  2.54174  -1.27056  -1.126
C  -1.42399  4.23381  -2.83759  -1.451
C  1.78427  3.20718  -1.88001  0.579
C  2.94640  2.46391  -1.21727  -1.390
C  2.10368  4.69743  -2.03546  -1.418
H  -0.32106  3.82634  2.67200  0.522
H  0.41192  2.41734  2.11439  0.319
H  -1.32205  2.78650  1.66524  0.320
H  1.19683  4.28278  0.72380  0.395
H  -1.72919  5.05630  0.24008  0.333
H  -0.32462  5.84720  -0.48283  0.360
H  -0.55986  5.88850  1.25897  0.510
H  -0.98944  2.14303  -2.76491  0.399
H  -2.79085  3.31109  -0.56576  0.213
H  -2.35260  1.60289  -0.69718  0.137
H  -3.30492  2.37135  -1.95642  0.477
H  -1.65202  5.07602  -2.18786  0.300
H  -2.26684  4.10187  -3.51540  0.455
H  -0.55714  4.48259  -3.44622  0.372
H  1.59410  2.76617  -2.86512  0.450
H  3.12311  2.81480  -0.19451  0.300
H  3.87357  2.62694  -1.76623  0.489
H  2.78848  1.37509  -1.20123  0.262
H  2.34253  5.15128  -1.07179  0.332
H  1.28914  5.26016  -2.48641  0.316
H  2.97951  4.81279  -2.67282  0.472

(2)
The following is a DFT calculation (ωB97M-V/def2-TZVPD) of a structure of composition C15H35N3O5Pt in a non-equilibrium geometry.

Summary:
**Frontier orbital gap (spin up / spin down)**: 6.7123 / 6.1181 eV
**E_LUMO (spin up / spin down)**: -0.027 / -0.049 hartree
**Relative energy (zero: lowest compared OMol25 entry of this formula, charge and spin)**: 153.0 kcal/mol
**Total charge**: 0
**Spin multiplicity**: 3

Each line ends with the Mulliken charge.
Cartesian coordinates (Å):
Pt  0.63005  14.89134  24.84704  0.019
C  -6.39127  16.41179  24.86045  -1.208
C  -5.47053  15.21560  24.51539  0.525
C  -5.35429  14.96666  23.03044  -1.132
O  -4.17366  15.36644  25.09786  -0.381
H  -6.48635  16.57233  25.93437  0.348
H  -7.41845  16.13724  24.62038  0.350
H  -6.10014  17.32194  24.33609  0.310
H  -5.89952  14.33456  24.99270  0.215
H  -4.86029  15.84674  22.61871  0.337
H  -6.37291  14.91451  22.64597  0.308
H  -4.81213  14.03061  22.89634  0.320
C  0.25141  17.38880  18.35229  -1.150
C  1.32591  17.99201  19.31477  0.489
C  1.36937  19.47734  19.15795  -1.172
O  1.09820  17.67061  20.63562  -0.393
H  0.45334  16.31792  18.37544  0.305
H  0.43557  17.64974  17.31014  0.360
H  -0.71280  17.66105  18.78158  0.327
H  2.29499  17.62563  18.97602  0.241
H  0.48700  19.98726  19.54460  0.339
H  1.50744  19.55575  18.07957  0.310
H  2.27085  19.93906  19.56076  0.338
C  6.97421  14.78310  11.27729  0.128
O  7.35871  15.13281  10.19561  -0.544
N  5.78216  15.03520  11.90471  0.094
C  5.48934  14.72130  13.28415  -0.909
C  4.68928  15.71510  11.19173  -1.017
H  7.64498  14.18661  11.91483  0.299
H  5.05417  15.57053  13.81096  0.310
H  6.42901  14.56681  13.81448  0.351
H  4.82475  13.85807  13.31957  0.288
H  5.04783  16.14391  10.25597  0.327
H  3.78015  15.18230  10.91296  0.300
H  4.54544  16.64627  11.73975  0.373
C  0.98712  9.88485  21.35184  0.165
O  0.35480  10.61894  22.04806  -0.557
N  0.83762  8.51561  21.34315  0.044
C  1.93862  7.75199  20.72599  -0.964
C  -0.08984  7.62970  22.17279  -0.855
H  1.75661  10.31258  20.69069  0.295
H  1.73133  6.97277  19.99253  0.276
H  2.50108  7.29935  21.54260  0.351
H  2.69897  8.44848  20.37263  0.312
H  0.44161  7.19497  23.01936  0.333
H  -0.78178  8.32808  22.64350  0.321
H  -0.57498  6.81414  21.63650  0.272
C  -1.13101  21.44817  10.25754  0.118
O  -1.36828  20.30146  9.83225  -0.589
N  -1.34540  21.80466  11.56071  0.103
C  -0.87594  23.05765  11.96513  -1.113
C  -2.18794  21.01107  12.54270  -0.843
H  -0.93767  22.31996  9.61348  0.327
H  -0.31595  22.82811  12.87168  0.354
H  -1.64876  23.82520  12.00662  0.313
H  -0.04443  23.49528  11.41271  0.422
H  -2.53225  20.13613  11.99131  0.301
H  -1.69421  20.65449  13.44668  0.287
H  -3.08151  21.54701  12.86273  0.320

(3)
The following is a DFT calculation (ωB97M-V/def2-TZVPD) of a structure of composition C15H35N4NiO6P in a non-equilibrium geometry.

Summary:
**Frontier orbital gap (spin up / spin down)**: 6.1482 / 5.6961 eV
**E_LUMO (spin up / spin down)**: -0.010 / -0.024 hartree
**Relative energy (zero: lowest compared OMol25 entry of this formula, charge and spin)**: 2.7 kcal/mol
**Total charge**: 0
**Spin multiplicity**: 3

Each line ends with the Mulliken charge.
Cartesian coordinates (Å):
O  -0.03401  0.11758  -3.20575  -0.462
H  -0.58156  -0.03816  -3.99531  0.313
Ni  0.67477  -0.28908  0.03231  -2.468
N  0.48823  1.42929  0.90651  1.573
N  1.81936  0.75953  -1.09141  1.408
N  -0.84915  -1.05585  0.90955  1.135
N  0.33326  -1.81961  -1.05392  0.919
O  -0.27539  1.69526  1.92124  -1.003
O  -1.38342  -0.58856  2.05519  -0.693
O  1.16959  -2.25589  -2.04958  -0.653
O  2.47406  0.26946  -2.07328  -0.925
C  2.00695  2.07157  -0.71997  0.289
C  1.32561  2.41614  0.47116  0.105
C  -1.34538  -2.22738  0.46150  0.277
C  -0.66905  -2.65681  -0.72266  0.448
C  1.47941  3.65979  1.26920  -1.515
H  1.84547  3.42878  2.28177  0.244
H  0.51970  4.18307  1.37765  0.295
H  2.19616  4.34085  0.79850  0.460
C  2.90635  2.95362  -1.49727  -1.692
H  2.76944  2.78761  -2.57261  0.324
H  3.96143  2.77060  -1.24274  0.241
H  2.68702  4.00363  -1.27275  0.500
C  -2.33807  -3.03277  1.21785  -1.571
C  -0.95350  -3.91216  -1.45641  -1.784
H  -2.95946  -2.38806  1.85550  0.397
H  -1.81972  -3.76682  1.86351  0.243
H  -2.97486  -3.58911  0.51388  0.403
H  -0.42904  -3.92190  -2.41887  0.422
H  -2.03095  -4.03406  -1.63668  0.418
H  -0.63950  -4.79010  -0.87136  0.290
H  -0.99281  0.39284  2.08106  0.512
H  1.67638  -1.42319  -2.29586  0.469
C  -0.92661  0.65050  -2.18215  -0.255
H  -0.40837  1.47535  -1.68498  -0.187
H  -1.15622  -0.13651  -1.44597  0.072
H  -1.87151  1.02822  -2.60842  0.621
O  -3.67917  2.05545  -0.77918  -0.628
H  -4.11792  1.37146  -0.23352  0.303
H  -3.26854  2.64114  -0.10712  0.320
C  2.15027  -0.12981  3.68468  -1.259
C  3.03123  -0.26125  2.44257  -0.945
P  2.28951  -1.26083  1.09050  1.688
C  3.68371  -1.66128  -0.04300  -0.660
C  5.01357  -2.04121  0.58914  -1.313
C  1.84882  -2.87762  1.84124  -0.662
C  2.91583  -3.48749  2.74741  -1.248
H  1.25434  0.47254  3.48384  0.213
H  2.72456  0.38293  4.46859  0.449
H  1.83465  -1.10385  4.08135  0.291
H  3.20969  0.73394  2.00513  0.289
H  4.01593  -0.68176  2.69612  0.488
H  3.30560  -2.44685  -0.71486  0.421
H  3.80478  -0.77782  -0.68393  0.409
H  5.00581  -3.07085  0.95780  0.295
H  5.79466  -1.96876  -0.17650  0.438
H  5.28930  -1.36705  1.40708  0.284
H  0.90374  -2.71878  2.38412  0.419
H  1.60870  -3.55018  1.00156  0.337
H  3.23091  -2.79299  3.53690  0.289
H  2.50385  -4.38390  3.22622  0.419
H  3.79715  -3.79652  2.17663  0.191

(4)
The following is a DFT calculation (ωB97M-V/def2-TZVPD) of a structure of composition C15H35N5O5Rb in a non-equilibrium geometry.

Summary:
**Frontier orbital gap**: 9.2518 eV
**E_LUMO**: -0.082 hartree
**Relative energy (zero: lowest compared OMol25 entry of this formula, charge and spin)**: 33.3 kcal/mol
**Total charge**: +1
**Spin multiplicity**: 1

Each line ends with the Mulliken charge.
Cartesian coordinates (Å):
Rb  -0.50552  0.80935  -0.63490  0.958
C  3.95809  0.59727  -2.32035  -0.705
C  2.62588  1.34424  -2.59163  0.433
O  1.91652  1.78724  -1.70106  -0.408
N  2.33956  1.54785  -3.87526  -0.119
C  1.05600  2.00718  -4.37178  -0.636
H  4.83618  1.24110  -2.26999  0.283
H  4.01728  -0.08897  -3.16515  0.429
H  3.76458  0.00616  -1.42523  -0.177
H  3.07568  1.36485  -4.54215  0.236
H  0.94894  3.06958  -4.15286  0.252
H  0.28415  1.43418  -3.85796  0.101
H  0.95181  1.97258  -5.45624  0.340
C  -2.47073  5.31571  1.30710  -1.127
C  -1.38437  4.45183  0.65218  0.486
O  -1.47349  3.22640  0.55367  -0.393
N  -0.34209  5.13195  0.13739  -0.126
C  0.88820  4.52383  -0.42267  -0.653
H  -3.03500  5.92206  0.59857  0.320
H  -2.00105  6.05405  1.95698  0.378
H  -3.18367  4.62609  1.75902  0.199
H  -0.28229  6.13060  0.27602  0.238
H  0.63350  3.90620  -1.28393  0.084
H  1.38833  3.86081  0.28330  0.219
H  1.58198  5.26803  -0.81373  0.391
C  -3.98625  1.12988  2.52204  -0.749
C  -3.01788  -0.05179  2.45640  0.297
O  -2.00707  -0.05976  1.73423  -0.591
N  -3.38485  -1.04796  3.27162  -0.102
C  -2.64161  -2.26345  3.46592  -0.770
H  -4.87876  1.08873  3.14640  0.418
H  -4.26070  1.37941  1.49710  0.236
H  -3.44785  2.00096  2.89547  0.129
H  -4.32851  -1.00159  3.62864  0.256
H  -1.55553  -2.17625  3.43537  0.171
H  -2.89922  -2.93452  2.64652  0.290
H  -2.82023  -2.78432  4.40661  0.356
C  1.63101  -3.01127  1.42491  -0.592
C  2.19338  -1.63473  1.10474  0.553
O  1.51491  -0.90352  0.40681  -0.525
N  3.38258  -1.30525  1.52897  -0.178
C  3.98280  0.02351  1.39972  -0.960
H  1.32727  -3.52560  0.51315  0.056
H  0.73820  -2.95577  2.04775  0.092
H  2.33482  -3.71556  1.86844  0.377
H  3.92471  -1.93685  2.10105  0.266
H  3.36995  0.89828  1.18230  0.251
H  4.70947  0.07334  0.58882  0.346
H  4.62751  0.29578  2.23536  0.400
C  -2.14294  -2.75596  -0.74490  -0.778
C  -1.43440  -4.10373  -0.69377  0.762
O  -1.42327  -4.79071  0.36632  -0.691
N  -0.87401  -4.44064  -1.82104  -0.189
C  -0.20095  -5.71325  -2.06344  -0.868
H  -1.50313  -1.96197  -0.35978  -0.100
H  -3.03860  -2.84111  -0.12955  0.227
H  -2.48935  -2.63147  -1.77088  0.499
H  -1.06910  -3.73754  -2.51939  0.165
H  -0.80565  -6.46410  -2.57202  0.328
H  0.22630  -6.02823  -1.11143  0.294
H  0.65848  -5.62316  -2.72780  0.324

Among the records above, which one has the highest spin multiplicity?
C15H35HoO3P